# 1
13
Properties=species:S:1:pos:R:3 method="wB97M-V/def2-TZVPD" e_above_lowest_ev=2.585 spin_multiplicity=3 s_squared=2.114 e_lumo_ev="-4.92 / -6.70" homo_lumo_gap_ev="8.4 / 7.8" charge=+1 energy_ha=-356.9094 fmax_ev_per_a=2.34
C 0.2137 -0.6423 1.5480
C -0.2484 0.2889 0.6313
C 0.6063 -0.6017 -1.3689
N 0.5778 -1.8671 1.2842
N -0.0914 0.2951 -0.7334
N -0.7087 1.3259 -1.3934
O 1.2320 -2.5276 2.2174
H 0.2113 -0.3025 2.5874
H -0.8030 1.1311 1.0235
H 0.4564 -0.7293 -2.4347
H -0.4614 1.4220 -2.3701
H -0.8208 2.1984 -0.8928
H 1.3080 -3.4627 1.9396

---

# 2
16
Properties=species:S:1:pos:R:3 method="wB97M-V/def2-TZVPD" e_above_lowest_ev=2.573 e_lumo_ev=-6.72 homo_lumo_gap_ev=6.5 charge=+1 energy_ha=-250.9107 fmax_ev_per_a=2.02
C -0.8854 -0.0387 -0.2494
C -2.1989 -0.3805 0.0650
C 0.1526 -0.9040 -0.0840
C -3.3197 0.5268 -0.0187
C 4.3477 -0.0581 -0.0208
N 3.1993 0.4198 -0.0111
H -0.6934 0.9629 -0.6159
H 1.1740 -0.6047 -0.2702
H -0.0117 -1.9124 0.2634
H -3.0652 1.4951 -0.4421
H -3.7462 0.6596 0.9835
H -4.1423 0.0654 -0.5765
H 5.2464 0.4575 0.3164
H -2.3963 -1.3850 0.4281
H 4.4958 -1.0644 -0.3930
H 3.0685 1.3676 0.3331

---

# 3
167
Properties=species:S:1:pos:R:3 method="wB97M-V/def2-TZVPD" e_lumo_ev=-0.01 homo_lumo_gap_ev=9.3 charge=0 energy_ha=-17469.4895 fmax_ev_per_a=1.50
C 0.5062 -0.4040 4.5999
Br 0.8174 1.5228 4.5753
Br -1.1684 -0.8025 5.4082
Br 1.9759 -1.2517 5.4970
H 0.5192 -0.7065 3.5621
C -4.6493 1.6917 -3.0221
Br -3.3710 3.0489 -2.5562
Br -6.2244 2.4567 -3.8369
Br -5.1375 0.6322 -1.5098
H -4.2135 1.0926 -3.8089
C -0.4776 4.8641 -1.5873
C 0.5734 5.8327 -2.1014
C 0.4712 7.2234 -1.4776
C 1.7782 8.0074 -1.4831
C 1.6074 9.4668 -1.1393
C 2.9257 10.2661 -1.1344
H -1.5051 5.1632 -1.7986
H -0.2991 4.5992 -0.5436
H -0.3822 3.8889 -2.0896
H 1.5842 5.4227 -1.9906
H 0.4928 5.9114 -3.1938
H 0.1439 7.1092 -0.4359
H -0.3679 7.7430 -1.9538
H 2.4504 7.5013 -0.7821
H 2.2725 7.9613 -2.4611
H 0.9609 9.9356 -1.8908
H 1.0834 9.6562 -0.1990
H 3.2173 10.6094 -2.1214
H 2.8517 11.0597 -0.3878
H 3.7380 9.6660 -0.7059
C -5.4314 -0.1358 5.0223
C -5.3390 0.6700 3.7243
C -4.2343 1.7173 3.7522
C -4.3339 2.7263 2.6251
C -3.0783 3.5851 2.5293
C -3.1775 4.7599 1.5478
H -4.6393 -0.8871 5.0442
H -6.4152 -0.5861 5.1495
H -5.2836 0.5033 5.8969
H -5.1577 0.0154 2.8661
H -6.3067 1.1453 3.5288
H -3.2773 1.1802 3.6584
H -4.1322 2.1604 4.7483
H -4.4288 2.1890 1.6716
H -5.2559 3.3047 2.7434
H -2.8247 4.0004 3.5079
H -2.2667 2.9394 2.1797
H -2.3074 5.4120 1.6300
H -3.3493 4.4570 0.5138
H -4.0243 5.4057 1.8122
C 1.2114 -10.3687 -2.3563
C 0.0248 -9.4872 -2.7802
C 0.2734 -7.9922 -2.6900
C -0.0886 -7.4218 -1.3222
C 0.2366 -5.9461 -1.1690
C -0.4163 -4.9970 -2.1650
H 1.3227 -10.3536 -1.2664
H 2.1344 -9.8999 -2.7035
H 1.1195 -11.3932 -2.7016
H -0.2217 -9.7864 -3.8079
H -0.9060 -9.7420 -2.2627
H -0.2908 -7.4917 -3.4836
H 1.3123 -7.7229 -2.9177
H -1.1416 -7.6381 -1.1166
H 0.4909 -7.9643 -0.5673
H -0.0222 -5.5997 -0.1647
H 1.3168 -5.8051 -1.2887
H -0.0575 -5.2179 -3.1724
H -1.5065 -5.1121 -2.2078
H -0.2523 -3.9509 -1.9061
C 4.8395 3.9533 2.8183
C 5.0800 4.3240 1.3674
C 5.3433 3.1468 0.4732
C 5.9646 3.4872 -0.8741
C 5.9712 2.3088 -1.8520
C 6.4336 2.6960 -3.2464
H 4.5206 4.8072 3.4188
H 5.7125 3.4900 3.2793
H 4.0109 3.2402 2.9087
H 4.2773 4.9623 0.9743
H 5.9343 5.0100 1.2851
H 4.5043 2.4517 0.3680
H 6.1070 2.5493 0.9966
H 5.4898 4.3475 -1.3644
H 7.0100 3.7899 -0.7450
H 6.6117 1.5213 -1.4398
H 4.9772 1.8558 -1.9429
H 7.3962 3.2121 -3.2213
H 6.5058 1.8215 -3.8936
H 5.7271 3.3831 -3.7192
C 5.9678 0.5781 4.7056
C 6.4751 0.1843 3.3402
C 5.8387 -1.0553 2.7518
C 4.4034 -0.8264 2.2751
C 3.7306 -2.0428 1.6562
C 2.2859 -1.7915 1.2492
H 4.8846 0.4192 4.8036
H 6.1412 1.6240 4.9622
H 6.3445 -0.0062 5.5525
H 6.3717 1.0259 2.6466
H 7.5623 0.0362 3.3589
H 5.8546 -1.8806 3.4741
H 6.3995 -1.4028 1.8785
H 3.7751 -0.4098 3.0650
H 4.4454 -0.0441 1.4992
H 4.2622 -2.4628 0.7977
H 3.7968 -2.8474 2.4013
H 1.7970 -0.9937 1.8171
H 2.1939 -1.4905 0.2016
H 1.6721 -2.6869 1.3752
C -6.1684 -3.2675 2.4599
C -5.9083 -4.7663 2.6046
C -4.6639 -5.1386 3.4164
C -3.3788 -4.3718 3.1449
C -2.9114 -4.4101 1.7033
C -1.5491 -3.7733 1.4901
H -7.1250 -3.1197 1.9499
H -5.4482 -2.7569 1.8168
H -6.2280 -2.7734 3.4313
H -6.7891 -5.1929 3.0894
H -5.8605 -5.1865 1.5959
H -4.4180 -6.1840 3.1773
H -4.9182 -5.2068 4.4780
H -3.3641 -3.3261 3.4738
H -2.6400 -4.8535 3.8025
H -2.9452 -5.3985 1.2381
H -3.6117 -3.7743 1.1429
H -0.7426 -4.3746 1.9180
H -1.3724 -3.6562 0.4186
H -1.4885 -2.7683 1.9166
C -2.8691 -3.5876 -6.2083
C -2.6809 -3.0718 -4.7838
C -2.8943 -1.5619 -4.6460
C -2.0056 -0.6859 -5.5410
C -1.2023 0.3677 -4.7725
C 0.1132 -0.1856 -4.2181
H -3.5873 -2.9867 -6.7787
H -3.1745 -4.6286 -6.2895
H -1.9488 -3.4674 -6.7898
H -3.3909 -3.5704 -4.1171
H -1.6890 -3.3591 -4.4189
H -2.7938 -1.3139 -3.5841
H -3.9471 -1.4079 -4.9122
H -1.3499 -1.2927 -6.1726
H -2.6312 -0.1483 -6.2608
H -0.8722 1.0830 -5.5325
H -1.8628 0.8105 -4.0302
H 0.7168 0.5863 -3.7382
H -0.0608 -0.9567 -3.4584
H 0.6799 -0.6462 -5.0265
C -1.6574 -0.6454 -0.7821
C -0.8610 0.1922 0.1899
C -0.8844 1.6632 -0.1747
O 0.0344 2.4874 0.5175
C 1.3965 2.2089 0.3072
N -1.3002 -0.0473 1.5692
H -1.5817 -1.6900 -0.4803
H -1.2216 -0.5540 -1.7758
H -2.6974 -0.3239 -0.7213
H 0.1880 -0.1124 0.1316
H -1.8737 2.0990 0.0067
H -0.7405 1.8048 -1.2643
H 1.7090 1.2291 0.6928
H 2.0057 2.9400 0.8294
H 1.5925 2.1565 -0.7755
H -2.3001 0.1468 1.6134
H -0.8943 0.6434 2.1910

---

# 4
19
Properties=species:S:1:pos:R:3 method="wB97M-V/def2-TZVPD" e_above_lowest_ev=0.925 smiles="O=CNCO.O.O.O" e_lumo_ev=0.67 homo_lumo_gap_ev=11.3 charge=0 energy_ha=-513.7538 fmax_ev_per_a=3.45
O 0.2902 2.2165 1.2260
C 0.2259 1.0815 1.6992
N -0.2757 -0.0066 1.0643
C -1.1649 0.2521 -0.0735
O -0.4004 0.0596 -1.2957
H 0.5557 0.8196 2.6718
H -0.2544 -0.9620 1.4466
H -1.8951 -0.5170 -0.1389
H -1.5298 1.3280 -0.3089
H -0.0123 0.9039 -1.6177
O 1.3335 -1.8784 -0.9951
H 0.7954 -1.0681 -1.2922
H 1.0764 -2.5579 -1.6854
O 0.1262 2.7186 -1.3628
H -0.0147 2.7542 -0.3428
H -0.2456 3.5271 -1.6075
O 0.1552 -2.9905 1.1411
H 1.0935 -3.2422 1.1465
H 0.1412 -2.4385 0.3250

---

# 5
7
Properties=species:S:1:pos:R:3 method="wB97M-V/def2-TZVPD" e_above_lowest_ev=3.814 e_lumo_ev="-2.59 / -2.59" homo_lumo_gap_ev="8.5 / 8.5" charge=0 energy_ha=-680.1565 fmax_ev_per_a=4.15
C -0.5789 0.0332 -0.5008
F -1.2179 0.6342 -1.5174
F 1.3392 1.2759 1.6430
F 0.9538 -1.3621 0.7546
P 1.2582 -0.2550 -0.3784
H -0.9738 -0.9008 -0.3482
H -0.7807 0.5746 0.3473

---

# 6
6
Properties=species:S:1:pos:R:3 method="wB97M-V/def2-TZVPD" e_above_lowest_ev=0.073 e_lumo_ev=-19.60 homo_lumo_gap_ev=4.4 charge=+2 energy_ha=-595.8628 fmax_ev_per_a=1.15
Tl -14.1022 12.0082 14.2969
B -14.5285 9.9701 11.8746
F -13.9288 9.1652 10.9511
F -14.1572 11.3393 11.7333
F -15.8931 9.8427 11.7124
F -14.1238 9.6016 13.1888

---

# 7
7
Properties=species:S:1:pos:R:3 method="wB97M-V/def2-TZVPD" e_above_lowest_ev=4.439 e_lumo_ev="-9.78 / -9.76" homo_lumo_gap_ev="7.9 / 8.0" charge=+1 energy_ha=-463.4729 fmax_ev_per_a=3.41
C -0.1494 -0.2616 -0.7024
O -1.3379 1.2243 0.2813
O 0.6151 -0.2411 1.2928
O -0.2048 0.9045 0.0065
F -1.2589 -0.9048 -0.8012
F 0.7630 -0.4392 -1.5106
H 1.5728 -0.2820 1.4335

---

# 8
64
Properties=species:S:1:pos:R:3 method="wB97M-V/def2-TZVPD" e_above_lowest_ev=0.388 smiles="CCC[NH+](CCC)CCCNc1ccc(C(=O)Nc2cccc(OC)c2)cc1[N+](=O)[O-]" e_lumo_ev=-3.74 homo_lumo_gap_ev=6.8 charge=+1 energy_ha=-1415.9074 fmax_ev_per_a=1.41
C -1.1914 -1.5786 -3.0203
C -1.8379 -0.7760 -1.8966
C -3.0076 -1.5499 -1.2944
N -3.6933 -0.8112 -0.1877
C -5.1467 -0.6582 -0.5023
C -5.9470 0.2634 0.4168
C -5.6805 1.7429 0.1675
C -3.5127 -1.4813 1.1295
C -2.0678 -1.7130 1.5949
C -1.5268 -0.6374 2.5558
N -1.3732 0.6272 1.8945
C -0.2495 1.1477 1.3494
C 1.0289 0.8787 1.8732
C 2.1540 1.4866 1.3794
C 2.0724 2.4083 0.3223
C 3.2627 3.1993 -0.1285
O 3.1878 4.3986 -0.2817
N 4.4314 2.5268 -0.2869
C 4.6664 1.1474 -0.3597
C 3.7335 0.2696 -0.9114
C 4.0280 -1.0787 -0.9680
C 5.2330 -1.5761 -0.5028
C 6.1798 -0.7002 0.0245
O 7.3951 -1.0559 0.4950
C 7.7878 -2.4085 0.4247
C 5.8824 0.6615 0.0933
C 0.8432 2.6833 -0.2245
C -0.3144 2.0371 0.2386
N -1.4808 2.2274 -0.5057
O -2.5495 1.7028 -0.1028
O -1.4442 2.8171 -1.5613
H -1.9092 -1.7819 -3.8101
H -0.8079 -2.5262 -2.6498
H -0.3660 -1.0190 -3.4495
H -1.0852 -0.5655 -1.1328
H -2.1954 0.1726 -2.3004
H -3.7304 -1.7526 -2.0860
H -2.6650 -2.5152 -0.9182
H -3.2855 0.1536 -0.1565
H -5.5828 -1.6607 -0.4947
H -5.2149 -0.2527 -1.5136
H -6.9997 0.0612 0.2110
H -5.7853 0.0225 1.4674
H -6.2845 2.3440 0.8404
H -5.9477 2.0107 -0.8512
H -4.6389 2.0026 0.3250
H -4.0255 -2.4440 1.0549
H -4.0285 -0.8874 1.8850
H -2.0393 -2.6635 2.1284
H -1.3863 -1.7977 0.7496
H -2.2144 -0.5129 3.3972
H -0.5690 -0.9756 2.9492
H -2.2342 1.0512 1.5688
H 1.1191 0.2132 2.7160
H 3.1104 1.2790 1.8332
H 5.2397 3.1240 -0.4175
H 2.8093 0.6447 -1.3211
H 3.3113 -1.7607 -1.4010
H 5.4308 -2.6330 -0.5716
H 7.1334 -3.0477 1.0252
H 7.8040 -2.7671 -0.6086
H 8.7959 -2.4417 0.8330
H 6.6255 1.3272 0.5029
H 0.7533 3.3982 -1.0290

---

# 9
11
Properties=species:S:1:pos:R:3 method="wB97M-V/def2-TZVPD" e_above_lowest_ev=4.333 smiles="C#CC(=O)C#CC" e_lumo_ev=-0.61 homo_lumo_gap_ev=9.7 charge=0 energy_ha=-306.0523 fmax_ev_per_a=1.43
C 3.2259 -0.3703 0.7777
C 2.0743 -0.0578 0.6655
C 0.7033 0.2778 0.4899
O 0.1291 1.2111 1.0240
C -0.0167 -0.5605 -0.3930
C -1.0032 -0.9278 -1.0025
C -2.1531 0.0552 -0.6836
H 4.2506 -0.5923 0.9325
H -1.9827 0.9746 -1.2571
H -2.1277 0.3816 0.3691
H -3.0998 -0.3916 -0.9225

---

# 10
16
Properties=species:S:1:pos:R:3 method="wB97M-V/def2-TZVPD" e_above_lowest_ev=5.921 e_lumo_ev=-5.59 homo_lumo_gap_ev=5.8 charge=+1 energy_ha=-628.6805 fmax_ev_per_a=5.46
C 4.6103 -1.7169 1.2790
C 4.2089 -1.1981 0.0491
C -6.6737 0.2637 -1.2249
C -6.6021 -0.7194 -0.2891
N 4.3135 1.6746 0.4033
O 3.8494 -0.4645 -0.7540
P 3.3785 2.6288 -0.2055
H 4.3109 -2.7337 1.4307
H 4.0334 -1.0519 2.0485
H -6.3935 1.2796 -1.2887
H -7.1915 -0.1944 -2.1356
H 5.6660 -1.6019 1.4826
H -6.9354 -1.7515 -0.4654
H -6.1182 -0.5513 0.6416
H 3.3243 4.0263 -0.2311
H 2.2190 2.1107 -0.7404

---

# 11
77
Properties=species:S:1:pos:R:3 method="wB97M-V/def2-TZVPD" spin_multiplicity=2 s_squared=0.755 e_lumo_ev="-2.80 / -8.67" homo_lumo_gap_ev="8.4 / 2.6" charge=+1 energy_ha=-1447.4703 fmax_ev_per_a=3.96
C -15.5738 20.3344 15.9605
C -15.4897 18.9593 16.4859
C -16.8582 18.2546 16.6162
O -16.7038 17.0936 17.4152
C -17.9403 16.5069 17.9092
N -14.6330 18.1837 15.6176
H -15.8764 20.3086 14.9136
H -14.5690 20.7550 16.0016
H -16.2142 20.9381 16.6035
H -15.0961 19.0059 17.5013
H -17.2971 17.9849 15.6556
H -17.5377 18.9349 17.1295
H -18.6344 16.2930 17.0965
H -18.4159 17.1112 18.6818
H -17.6531 15.6482 18.5161
H -13.6655 18.4607 15.7036
H -14.6664 17.2193 15.9156
C -12.4596 25.1615 21.5338
C -12.1138 26.3949 20.8432
O -12.2965 27.4815 21.3667
C -11.7202 26.2657 19.4005
H -11.7110 24.3941 21.3369
H -13.4602 24.8535 21.2303
H -12.3601 25.2457 22.6160
H -12.6423 26.0429 18.8638
H -11.0434 25.4113 19.3856
H -11.1510 27.1320 19.0635
C -16.7045 14.8595 21.7091
C -16.6302 16.3373 21.3554
O -17.6569 17.0561 21.4942
C -15.3738 16.9925 20.8501
H -16.5694 14.2808 20.7954
H -17.6497 14.6165 22.1947
H -15.9220 14.4694 22.3599
H -14.5635 16.8011 21.5536
H -15.5748 18.0628 20.8014
H -15.1327 16.6310 19.8505
C -17.8850 24.4394 22.4702
C -17.7073 24.0278 23.8555
O -16.6845 23.5789 24.2287
C -18.9888 23.8056 24.6549
H -18.5256 25.3213 22.4687
H -18.3896 23.6269 21.9472
H -16.9290 24.7176 22.0267
H -18.6195 23.5330 25.6436
H -19.7194 23.1068 24.2475
H -19.5274 24.7456 24.7748
C -15.8757 22.5567 20.1793
C -15.8279 21.0231 19.9681
O -14.7462 20.4647 19.7907
C -17.1362 20.2329 19.7817
H -16.7037 22.8123 20.8405
H -16.0543 23.0226 19.2102
H -14.9281 22.8689 20.6184
H -17.7131 20.1780 20.7049
H -16.6935 19.2894 19.4626
H -17.7272 20.6342 18.9583
C -17.4580 24.4702 14.6720
C -17.9427 23.7715 15.9724
O -17.9580 22.5555 16.1281
C -18.2882 24.6460 17.0751
H -18.2053 25.1747 14.3069
H -17.3244 23.6527 13.9636
H -16.6196 25.1032 14.9626
H -19.1597 25.2581 16.8427
H -17.4234 25.2359 17.3788
H -18.5622 24.0173 17.9223
C -13.3565 23.7878 17.5942
C -13.3340 24.7996 16.5009
O -12.3759 24.7257 15.7482
C -14.3236 25.8988 16.3623
H -14.0603 23.0009 17.3229
H -13.7329 24.2155 18.5234
H -12.4109 23.2774 17.7771
H -15.3102 25.5939 16.7112
H -14.4264 26.1384 15.3040
H -14.1312 26.7724 16.9851

---

# 12
80
Properties=species:S:1:pos:R:3 method="wB97M-V/def2-TZVPD" e_above_lowest_ev=0.580 e_lumo_ev=-0.68 homo_lumo_gap_ev=7.4 charge=0 energy_ha=-2844.1434 fmax_ev_per_a=3.71
Bi 1.5502 -1.5534 0.3404
O 1.8109 1.4772 2.5622
C 0.5725 1.9873 2.1290
C -0.1320 1.2213 0.9126
O -0.6799 1.9801 0.1283
O -0.1056 -0.1020 0.9117
C -0.3965 2.0501 3.3146
C -1.7413 1.7379 3.3382
C -2.5293 1.8571 4.4491
C -2.0464 2.3487 5.6280
C -0.6797 2.6559 5.6901
C 0.1362 2.4862 4.5696
C 0.8047 3.4721 1.7929
C 2.1104 4.0103 1.7523
C 2.2521 5.3765 1.7351
C 1.1088 6.1787 1.7777
C -0.1888 5.6304 1.6674
C -0.3774 4.2626 1.6207
H 1.8097 0.5441 2.7805
H -2.1698 1.3135 2.4803
H -3.6063 1.5669 4.4062
H -2.6052 2.4326 6.5485
H -0.1725 2.8612 6.6078
H 1.1744 2.7334 4.6645
H 2.9825 3.2979 1.7316
H 3.1814 5.8849 1.3930
H 1.1504 7.2597 1.9787
H -1.0050 6.3041 1.6024
H -1.3868 3.8440 1.4342
O 3.6563 -1.4474 4.1589
C 3.3379 -1.6687 3.0039
O 2.1396 -1.3350 2.5234
C 4.3947 -2.1453 2.0396
C 5.7633 -2.0107 2.4069
C 6.6809 -2.2584 1.3656
C 6.2374 -2.7159 0.1246
C 4.8781 -2.8914 -0.0933
N 3.9868 -2.5810 0.8466
H 6.1011 -1.7068 3.3737
H 7.7417 -2.0818 1.5916
H 6.8402 -2.9501 -0.7420
H 4.5463 -3.3078 -1.0503
C -2.4875 -0.9990 -0.9142
C -1.6197 -1.6243 -1.9280
N -0.3645 -2.0363 -1.8308
C 0.0617 -2.4073 -3.1177
C -0.9557 -2.3667 -3.9802
N -2.0584 -1.8116 -3.2639
C -3.3279 -1.4724 -3.8006
N -3.2383 -0.5140 -4.9537
N -2.9375 -1.0739 -6.1986
N -2.5988 -0.1366 -7.0394
C -2.5421 1.0695 -6.3950
C -2.2665 2.3461 -6.8989
C -2.5942 3.4019 -6.0870
C -2.9727 3.1892 -4.7669
C -3.1385 1.9258 -4.1903
C -2.9735 0.8594 -5.0768
H -3.6008 -1.1313 -1.1673
H -2.3162 0.0505 -0.6668
H -2.3416 -1.5918 -0.0258
H 1.0509 -2.8027 -3.1822
H -0.9380 -2.7009 -5.0305
H -3.9338 -0.9635 -3.0484
H -3.8483 -2.3399 -4.2196
H -2.0010 2.5710 -7.9511
H -2.3979 4.4124 -6.3486
H -3.2217 4.0786 -4.1246
H -3.3192 1.7094 -3.1209
F 1.3758 -4.3963 -1.2811
C 0.5878 -4.6013 -0.1889
C 0.4240 -3.5762 0.6945
C -0.4059 -3.8148 1.8109
F -0.5271 -2.9836 2.8818
C -1.0127 -5.1186 1.9405
F -1.7323 -5.3717 3.1337
C -1.0125 -6.0290 0.9124
F -1.7717 -7.1559 1.0544
C -0.2212 -5.7763 -0.1861
F 0.0513 -6.8373 -0.9412